The following is a quantum chemistry calculation of a structure of composition C31H41BrFeN12OS, from OMol25.

Cartesian coordinates (Å):
Fe  -0.430  -0.032  -0.213
C  0.191  2.732  1.041
N  -0.765  1.635  1.254
C  -0.739  1.229  2.662
C  -2.130  2.114  0.989
C  -3.006  0.965  0.619
C  -4.379  0.916  0.846
C  -5.140  -0.109  0.302
C  -4.532  -1.094  -0.468
C  -3.157  -1.074  -0.676
C  -2.423  -0.053  -0.109
H  -0.043  3.573  1.707
H  0.131  3.069  0.007
H  1.203  2.387  1.249
H  -1.026  2.084  3.289
H  0.252  0.907  2.954
H  -1.442  0.418  2.823
H  -2.073  2.772  0.121
H  -2.520  2.687  1.841
H  -4.855  1.705  1.421
H  -6.210  -0.133  0.468
H  -5.127  -1.892  -0.895
H  -2.676  -1.849  -1.257
N  -1.633  -0.446  -3.322
C  -1.630  0.857  -2.850
N  -2.143  1.874  -3.510
N  -1.953  2.924  -2.682
N  -1.360  2.551  -1.604
N  -1.134  1.218  -1.672
C  -0.628  -1.296  -2.922
N  -0.114  -2.265  -3.662
N  0.871  -2.761  -2.896
N  0.947  -2.128  -1.772
N  -0.022  -1.184  -1.751
H  -1.966  -0.565  -4.264
C  3.360  -3.876  5.389
C  2.033  -3.194  5.749
C  2.327  -1.917  6.550
C  1.236  -4.146  6.642
C  1.270  -2.825  4.478
C  1.876  -2.047  3.496
C  1.156  -1.695  2.381
Br  1.954  -0.578  1.088
C  -0.195  -2.025  2.112
O  -0.783  -1.615  1.025
C  -0.801  -2.828  3.119
C  -0.048  -3.187  4.241
C  -2.237  -3.384  3.080
C  -3.084  -2.874  1.921
C  -2.977  -3.005  4.374
C  -2.164  -4.915  2.971
H  3.901  -4.159  6.296
H  4.005  -3.218  4.805
H  3.179  -4.777  4.800
H  2.867  -2.152  7.472
H  1.396  -1.412  6.814
H  2.932  -1.220  5.968
H  1.842  -4.431  7.504
H  0.961  -5.058  6.107
H  0.323  -3.678  7.015
H  2.901  -1.710  3.590
H  -0.543  -3.798  4.982
H  -3.205  -1.792  1.956
H  -4.076  -3.333  1.986
H  -2.646  -3.120  0.958
H  -2.974  -1.921  4.512
H  -2.536  -3.462  5.261
H  -4.017  -3.336  4.313
H  -1.669  -5.203  2.041
H  -3.172  -5.341  2.970
H  -1.607  -5.356  3.800
C  4.205  -2.374  -3.296
C  4.165  -0.883  -3.269
C  5.006  -0.082  -3.983
C  4.867  1.313  -3.829
N  3.979  1.867  -3.039
C  3.128  1.076  -2.327
S  1.990  1.712  -1.285
N  3.256  -0.290  -2.468
C  5.759  2.254  -4.585
H  4.933  -2.716  -4.028
H  3.219  -2.783  -3.522
H  4.479  -2.754  -2.309
H  5.753  -0.510  -4.634
H  2.593  -0.882  -1.956
H  6.563  1.726  -5.097
H  6.179  2.987  -3.897
H  5.166  2.798  -5.321

Cartesian forces (eV/Å) of the 2 atoms listed first:
Fe -1.974 1.155 0.013
C 0.020 0.113 0.055

Calculated values
Charge: -1
Kohn-Sham gap (spin up / spin down), eV: 7.3 / 7.2
Spin multiplicity: 2
E, eV: -168007.7105
Energy above the lowest of the compared OMol25 structures with the same formula, charge and spin, eV: 0.000
⟨S²⟩: 0.82